Here is a molecular structure, C22H29FN8 in a non-equilibrium geometry from the OMol25 dataset. Energies are from wB97M-V/def2-TZVPD.

Its LUMO energy is -0.147 eV. For the HOMO energy, the calculation gives -8.43 eV. For the HOMO-LUMO gap, the calculation gives 8.287 eV. For the calculated total energy, the calculation gives -1392.9370 hartree.

The geometry in ORCA input format:
```
! RIJCOSX wB97M-V def2-TZVPD def2/J DEFGRID3
* xyz 0 1
F 6.0138 0.6816 0.7216
C 4.7836 0.3022 0.9935
C 4.4748 -1.0484 0.8758
C 3.1599 -1.5407 0.9148
C 2.1371 -0.6307 1.1086
C 2.4159 0.7431 1.1096
C 3.6975 1.2326 1.0509
H 5.3075 -1.7244 0.7488
H 2.8912 -2.5859 0.8737
H 1.1609 -1.0845 1.1957
H 1.6368 1.4905 1.0813
H 3.9917 2.2582 0.8830
C 0.5842 0.6352 2.7397
C 0.2015 1.6467 1.7452
N -0.1375 2.4817 1.0159
H 1.4836 0.9297 3.2805
H 0.8261 -0.2913 2.2188
H -0.2919 0.4956 3.3729
C 0.9665 -0.0740 -3.5210
C -0.2478 -0.4609 -2.8186
N -1.2171 -0.7582 -2.2635
H 1.7376 -0.7592 -3.1688
H 1.2351 0.9565 -3.2883
H 0.8028 -0.1405 -4.5966
C -0.6770 -0.0523 -0.1590
C 0.5643 -0.6543 -0.6312
N 1.5017 -1.1623 -1.0410
H -0.7409 0.9450 -0.5944
H -0.6201 -0.0749 0.9293
H -1.6009 -0.5624 -0.4317
C -3.3567 0.8652 -1.1100
C -3.8851 1.3564 -2.4018
N -4.3253 1.7407 -3.4098
H -3.9526 0.1335 -0.5646
H -3.3990 1.7910 -0.5363
H -2.3215 0.5380 -1.2074
C -2.7906 0.6482 1.8666
C -4.0979 0.9994 1.2999
N -5.1267 1.3222 0.8605
H -2.2381 1.5706 2.0457
H -2.2170 -0.0149 1.2190
H -2.9700 0.2827 2.8777
C -1.3955 4.0919 -2.2942
C -1.2025 2.6678 -1.9392
N -1.1066 1.5417 -1.6579
H -0.8197 4.7827 -1.6784
H -2.4709 4.2700 -2.2906
H -1.0256 4.1683 -3.3166
C 1.8372 -2.9506 -2.2374
C 1.9928 -4.3404 -1.9162
N 2.1586 -5.4427 -1.6544
H 1.2899 -2.4286 -1.4524
H 1.3490 -2.8061 -3.2012
H 2.8367 -2.5283 -2.1335
C -1.6369 -2.5851 3.7731
C -1.1988 -1.5679 2.7720
N -0.7880 -0.7982 2.0246
H -2.4799 -3.1267 3.3440
H -1.8666 -2.0592 4.6998
H -0.8338 -3.3152 3.8733
*
```

Now the Löwdin charges, all in e: atom 1 (F): 0.08, atom 2 (C): -0.29, atom 3 (C): 0.00, atom 4 (C): -0.05, atom 5 (C): -0.19, atom 6 (C): -0.11, atom 7 (C): 0.03, atom 8 (H): 0.11, atom 9 (H): 0.12, atom 10 (H): 0.08, atom 11 (H): 0.05, atom 12 (H): 0.12, atom 13 (C): -0.10, atom 14 (C): -0.30, atom 15 (N): 0.20, atom 16 (H): 0.13, atom 17 (H): 0.03, atom 18 (H): 0.10, atom 19 (C): -0.03, atom 20 (C): -0.25, atom 21 (N): 0.16, atom 22 (H): 0.05, atom 23 (H): 0.09, atom 24 (H): 0.09, atom 25 (C): -0.17, atom 26 (C): -0.18, atom 27 (N): 0.07, atom 28 (H): -0.05, atom 29 (H): -0.07, atom 30 (H): 0.08, atom 31 (C): -0.14, atom 32 (C): -0.24, atom 33 (N): 0.12, atom 34 (H): 0.08, atom 35 (H): 0.07, atom 36 (H): -0.02, atom 37 (C): -0.05, atom 38 (C): -0.28, atom 39 (N): 0.15, atom 40 (H): 0.09, atom 41 (H): 0.04, atom 42 (H): 0.10, atom 43 (C): -0.01, atom 44 (C): -0.09, atom 45 (N): 0.04, atom 46 (H): 0.09, atom 47 (H): 0.09, atom 48 (H): 0.09, atom 49 (C): -0.12, atom 50 (C): -0.29, atom 51 (N): 0.11, atom 52 (H): -0.01, atom 53 (H): 0.09, atom 54 (H): 0.10, atom 55 (C): 0.01, atom 56 (C): -0.09, atom 57 (N): -0.03, atom 58 (H): 0.09, atom 59 (H): 0.09, atom 60 (H): 0.09

Here is 2 unconnected molecules or ions with the total composition C5H13N3 from the OMol25 dataset. Energies are from wB97M-V/def2-TZVPD.

Its LUMO energy (spin up / spin down) is 0.811 / 0.811 eV. For the HOMO energy (spin up / spin down), the calculation gives -6.64 / -6.64 eV. For the HOMO-LUMO gap (spin up / spin down), the calculation gives 7.453 / 7.456 eV. For the calculated total energy, the calculation gives -362.4070 hartree.

The geometry in ORCA input format:
```
! RIJCOSX wB97M-V def2-TZVPD def2/J DEFGRID3
* xyz 0 1
C 0.0161 -2.0415 -0.0265
C -0.9966 0.8245 1.8316
C -1.7921 0.1017 -0.4553
N 1.2846 -0.5259 -0.5856
C 0.6537 0.5071 -0.0443
C -0.6298 0.2308 0.4969
N 2.2875 -0.2198 -1.5505
N 1.2664 1.7239 0.0700
H 1.8827 -0.1018 -2.4778
H 2.9374 -0.9950 -1.5787
H 0.6993 2.5523 0.1145
H 2.1877 1.8157 -0.3337
H 0.5039 -2.2559 0.9148
H -1.0641 -2.1509 0.0101
H 0.4348 -2.6015 -0.8553
H -0.1265 0.9509 2.4779
H -1.4992 1.8031 1.7463
H -2.5328 -0.6235 -0.0913
H -2.3271 1.0582 -0.5622
H -1.7064 0.1690 2.3488
H -1.4793 -0.2215 -1.4495
*
```

Now the Löwdin charges, all in e: atom 1 (C): 0.07, atom 2 (C): -0.09, atom 3 (C): -0.12, atom 4 (N): -0.08, atom 5 (C): -0.44, atom 6 (C): -0.36, atom 7 (N): 0.02, atom 8 (N): 0.15, atom 9 (H): 0.08, atom 10 (H): 0.07, atom 11 (H): 0.10, atom 12 (H): 0.08, atom 13 (H): 0.04, atom 14 (H): 0.01, atom 15 (H): 0.02, atom 16 (H): 0.07, atom 17 (H): 0.07, atom 18 (H): 0.07, atom 19 (H): 0.07, atom 20 (H): 0.08, atom 21 (H): 0.08

Energy above the lowest of the compared OMol25 structures with the same formula, charge and spin per entry: 331.2; 110.0 kcal/mol